{"formula": "C10H14N4", "method": "ωB97M-V with the def2-TZVPD basis set", "smiles": "c1cc[nH]c1.CC#N.CC#N.CC#N", "de_lowest_kcal_mol": 112.65, "spin_multiplicity": 1, "lumo_energy_ev": 0.509, "orbital_gap_ev": 9.0, "species": ["N", "N", "N", "N", "C", "C", "C", "C", "C", "C", "C", "C", "C", "C", "H", "H", "H", "H", "H", "H", "H", "H", "H", "H", "H", "H", "H", "H"], "xyz": [[23.568, -3.668, -22.096], [26.527, -5.995, -20.959], [23.092, -0.956, -20.011], [30.651, -3.230, -21.819], [29.762, -2.529, -22.036], [27.735, -6.242, -21.492], [24.605, -3.254, -22.435], [27.498, -4.076, -21.151], [26.272, -4.673, -20.803], [22.665, -1.964, -20.357], [22.126, -3.239, -20.762], [28.426, -5.078, -21.526], [28.644, -1.663, -22.319], [25.928, -2.708, -22.732], [25.980, -2.271, -23.729], [26.678, -3.490, -22.614], [28.931, -0.915, -23.058], [28.097, -7.221, -21.772], [26.318, -2.015, -21.986], [27.826, -2.124, -22.873], [25.793, -6.687, -20.908], [25.314, -4.252, -20.537], [29.426, -4.887, -21.886], [21.429, -3.585, -19.998], [21.721, -3.119, -21.767], [28.427, -1.034, -21.455], [23.020, -3.853, -20.658], [27.599, -3.001, -21.140]]}